54
Properties=species:S:1:pos:R:3:forces:R:3:lowdin_charge:R:1 method="wB97M-V/def2-TZVPD" e_lumo_ev=0.6831 homo_ev=-7.280 de_lowest_kj_mol=107.2 orbital_gap_ha=0.2926 smiles="COc1ccc(N2CCN([C@@H]3CCCN(C(=O)CSC)C3)CC2)cc1"
S -0.656154 1.634706 3.795137 -0.018 -0.062 0.079 0.813
O 6.393335 -0.801968 -0.793507 -0.273 -0.115 0.180 -0.094
O -4.245902 1.692269 3.396263 -0.225 0.002 0.231 0.043
N -1.369157 -0.820393 -0.896868 0.014 -0.114 0.011 -0.134
N -3.012817 1.536111 1.519543 -0.094 0.220 -0.336 -0.057
N 1.050973 -1.881675 -1.989748 -0.276 -0.235 -0.136 -0.108
C -4.634273 0.994429 -0.219500 0.203 0.236 -0.101 -0.159
C -2.148627 0.599671 3.617087 0.293 0.327 0.178 -0.384
C 0.243060 -0.921333 -2.708741 -0.101 0.410 0.041 -0.142
C -3.234713 1.311503 2.830492 0.199 -0.125 0.355 -0.535
C 2.927061 -1.790594 -0.403571 -0.140 0.016 -0.077 -0.022
C -1.351815 2.943147 4.836622 0.011 -0.393 -0.206 -0.388
C -2.398973 -0.128197 -0.149503 -0.099 0.337 -0.121 -0.298
C -3.511064 0.396970 -1.064684 -0.096 -0.257 0.314 -0.147
C 5.090413 -1.026517 -1.149947 -0.078 -0.072 0.136 -0.286
C 2.368314 -1.561514 -1.664861 0.430 0.026 -0.066 -0.237
C 4.550428 -0.794137 -2.408402 0.306 0.108 0.092 -0.024
C -0.512731 -0.003922 -1.736275 0.052 -0.116 -0.318 -0.156
C -1.907671 1.040580 0.736387 0.169 -0.591 -0.111 -0.116
C -0.550773 -1.723245 -0.108001 0.058 -0.227 -0.141 -0.164
C -4.082617 2.079513 0.705582 -0.489 0.040 0.075 -0.138
C 4.258410 -1.532830 -0.155181 0.334 0.115 -0.152 -0.005
C 7.274217 -0.315578 -1.772997 0.121 0.070 -0.142 -0.101
C 0.224894 -2.630213 -1.072264 -0.027 -0.017 0.314 -0.151
C 3.217997 -1.065565 -2.655859 -0.182 -0.009 0.125 -0.021
H -4.858138 2.449264 1.377863 0.147 0.032 -0.132 0.120
H -0.485876 -1.471195 -3.312997 0.007 0.107 -0.028 0.128
H 0.158571 -1.178609 0.538977 -0.015 -0.037 0.039 0.119
H -1.585562 2.535755 5.816605 -0.055 0.102 0.083 0.037
H 2.324853 -2.170837 0.406299 -0.086 -0.023 0.057 0.098
H 0.864915 -0.316446 -3.365712 -0.029 -0.059 -0.024 0.108
H 5.157734 -0.412660 -3.214512 0.080 0.026 -0.047 0.102
H -0.505414 -3.180812 -1.676115 0.005 -0.018 0.124 0.126
H -2.531182 0.391283 4.616680 -0.098 -0.066 -0.183 0.088
H -3.685894 2.913462 0.116763 -0.017 0.006 0.007 0.130
H -0.595212 3.715896 4.921999 0.032 0.079 0.023 0.030
H -1.833920 -0.329388 3.145273 0.016 -0.048 0.003 0.073
H -3.116601 1.168204 -1.728390 0.048 0.043 -0.080 0.108
H -1.084282 0.729828 1.375920 -0.027 0.084 -0.086 0.073
H -1.121198 0.696867 -2.307344 0.022 0.067 0.004 0.117
H 0.226532 0.564319 -1.143942 -0.035 0.036 -0.054 0.133
H -3.886343 -0.420296 -1.681180 0.050 -0.016 -0.064 0.119
H 7.365256 -1.010187 -2.615241 -0.010 0.037 0.021 0.094
H 4.677748 -1.712655 0.822287 0.047 -0.024 0.122 0.118
H -5.403915 1.422705 -0.862679 -0.072 -0.014 0.013 0.113
H -2.246628 3.338488 4.365567 -0.063 0.144 0.063 0.034
H -1.551488 1.858371 0.100312 0.090 -0.037 0.051 0.136
H -5.095080 0.212927 0.387954 -0.068 -0.003 0.026 0.120
H 2.840702 -0.904841 -3.654383 -0.040 -0.026 -0.082 0.107
H 0.832628 -3.351757 -0.527376 -0.017 -0.023 -0.030 0.118
H -1.200180 -2.335624 0.521884 0.008 0.013 0.030 0.125
H -2.847322 -0.878702 0.515060 0.022 0.073 0.008 0.151
H 8.241128 -0.220774 -1.280781 -0.044 0.014 -0.086 0.091
H 6.962353 0.666198 -2.145992 0.007 -0.042 -0.002 0.094